Arrangement 1

The following is a quantum chemistry calculation of a gas-phase ion, C3H5N2O3 (charge +1), from the OMol25 dataset.

The geometry in ORCA input format:
```
! RIJCOSX wB97M-V def2-TZVPD def2/J DEFGRID3
* xyz 1 1
C 1.50537 -1.10867 0.08866
C -0.92796 0.49135 -0.17687
C -0.90924 -1.03211 -0.25459
N 0.10757 0.97997 0.72184
N 1.21390 1.57476 0.28377
O 2.55525 -0.93958 0.45641
O 1.45006 1.47203 -0.89819
O 0.48122 -1.47642 -0.38783
H -0.70693 0.92425 -1.16297
H -1.91266 0.82036 0.15504
H -1.30872 -1.51657 0.64137
H -1.42084 -1.40928 -1.14407
H -0.12702 1.21990 1.67742
*
```

The LUMO energy is -0.1687 Ha. Its HOMO energy is -14.3 eV. As for the gap between HOMO and LUMO: 9.7 eV.

Löwdin atomic charge list, values in e, 4 entries: atom 1 (C): -0.2162, atom 2 (C): -0.1110, atom 3 (C): 0.0010, atom 4 (N): -0.0185

=====

Arrangement 2

The following is a quantum chemistry calculation of a gas-phase ion, C3H5N2O3 (charge +1), from the OMol25 dataset.

The geometry in ORCA input format:
```
! RIJCOSX wB97M-V def2-TZVPD def2/J DEFGRID3
* xyz 1 1
C -0.22187 1.67727 0.82236
C 0.42265 -0.82625 -0.33149
C 0.99812 -0.48597 1.03602
N -0.95613 -0.00424 -0.53617
N -1.46213 -0.04661 -1.79394
O -0.83253 2.53847 0.37108
O -0.74131 0.37234 -2.60536
O 0.30751 0.91461 1.49881
H 1.19892 -0.76481 -1.02773
H -0.01816 -1.88826 -0.33125
H 0.99433 -1.11289 1.97387
H 1.99819 0.07581 0.80965
H -1.68760 -0.44948 0.11415
*
```

The LUMO energy is -0.1998 Ha. Its HOMO energy is -14.1 eV. As for the gap between HOMO and LUMO: 8.6 eV.

Löwdin atomic charge list, values in e, 4 entries: atom 1 (C): -0.3152, atom 2 (C): -0.0667, atom 3 (C): 0.0956, atom 4 (N): -0.0429

=====

Short version: arrangement 2 is the least stable of them.

=====

Arrangement 1

The following is a quantum chemistry calculation of 11 unconnected molecules or ions with the total composition C11H44N10O11, from the OMol25 dataset.

The geometry in ORCA input format:
```
! RIJCOSX wB97M-V def2-TZVPD def2/J DEFGRID3
* xyz 0 1
N -1.99413 -2.68188 0.67711
C -1.51285 -3.07098 1.75752
N -0.21673 -3.39491 1.78752
O -2.19170 -3.16440 2.92590
H -2.98819 -2.49985 0.57812
H -1.46811 -2.62161 -0.24483
H 0.17243 -3.76646 2.67135
H 0.51450 -3.11431 1.11739
N -3.39228 -1.61289 -2.40641
C -3.86275 -0.95996 -1.41506
N -3.74245 0.30943 -1.46314
O -4.40508 -1.58311 -0.32184
H -3.46854 -2.63054 -2.35080
H -2.71411 -1.15792 -3.08891
H -4.17520 0.79446 -0.69159
H -3.44284 0.88965 -2.26287
N 0.09453 4.47697 -1.80735
C -0.44927 3.34791 -1.46825
N 0.26901 2.33632 -1.96214
O -1.66662 3.17524 -0.84398
H -0.36007 5.33555 -1.46818
H 0.91666 4.60048 -2.32483
H -0.11078 1.44596 -1.77201
H 1.18205 2.46785 -2.30105
N 4.48836 0.30016 1.56806
C 3.42551 -0.33052 1.96655
N 2.39796 0.40522 1.91875
O 3.48247 -1.64248 2.38844
H 5.38875 -0.03876 1.84401
H 4.52112 1.33949 1.36136
H 1.50291 -0.05666 2.11561
H 2.26208 1.38952 1.66575
N 3.04320 4.45933 1.76007
C 2.12023 4.14464 0.94729
N 1.71397 5.01509 0.13743
O 1.50288 2.92964 1.08640
H 3.24286 4.01308 2.70232
H 3.39611 5.41127 1.75079
H 1.05567 4.65878 -0.59138
H 2.11567 5.89941 0.01832
C 1.83295 -0.66665 -2.73238
O 3.10575 -0.22821 -3.20581
H 1.92865 -1.53314 -2.03972
H 1.33839 -0.87903 -3.67741
H 1.35806 0.08491 -2.14131
H 3.05367 0.72723 -3.28095
C -1.13588 0.10960 3.48946
O 0.14495 -0.51802 3.30155
H -1.90104 -0.43117 3.01970
H -1.14793 1.06826 3.01051
H -1.45698 0.22279 4.51606
H 0.08019 -1.41505 3.63227
C -0.31180 0.12694 -0.01800
O -0.99193 0.02704 -1.31965
H -0.91298 -0.35754 0.74815
H -0.14411 1.20100 0.23303
H 0.61840 -0.40013 -0.07194
H -1.95760 0.11420 -1.13740
C -3.62223 1.29120 1.40617
O -4.50973 1.98495 0.53549
H -3.82234 0.26587 1.33286
H -3.56080 1.64344 2.42279
H -2.61370 1.46273 1.04553
H -4.58541 2.89301 0.73787
C -0.01206 -3.38016 -2.85136
O -0.58793 -2.65078 -1.81330
H -0.61897 -4.08006 -3.39647
H 0.83628 -3.90862 -2.50998
H 0.30081 -2.66712 -3.62261
H -0.32354 -1.75536 -1.97924
C 2.10946 -4.28862 0.11313
O 1.79906 -2.87191 0.03070
H 2.40464 -4.47650 1.09789
H 2.83718 -4.35994 -0.67006
H 1.26812 -4.83511 -0.20034
H 2.55315 -2.33822 0.03333
*
```

The LUMO energy is -0.0193 Ha. Its HOMO energy is -7.7 eV. As for the gap between HOMO and LUMO: 7.2 eV. As for the SMILES: NC(N)=O.NC(N)=O.NC(N)=O.NC(N)=O.NC(N)=O.CO.CO.CO.CO.CO.CO.

Löwdin atomic charge list, values in e, 4 entries: atom 1 (N): 0.1942, atom 2 (C): -0.6874, atom 3 (N): 0.1565, atom 4 (O): -0.1361

=====

Arrangement 2

The following is a quantum chemistry calculation of 11 unconnected molecules or ions with the total composition C11H44N10O11, from the OMol25 dataset.

The geometry in ORCA input format:
```
! RIJCOSX wB97M-V def2-TZVPD def2/J DEFGRID3
* xyz 0 1
N 2.22724 2.90414 -1.41705
C 2.57869 2.56000 -2.68128
N 2.88620 3.60699 -3.51891
O 2.58637 1.39327 -3.07773
H 2.20223 3.85944 -1.11791
H 1.95351 2.11880 -0.81957
H 3.20028 3.38519 -4.44324
H 2.66043 4.54061 -3.23711
N 3.13725 -1.32461 1.86414
C 4.18416 -1.70943 1.05968
N 4.76715 -0.70832 0.32959
O 4.55299 -2.87802 0.99582
H 2.65903 -0.47349 1.60736
H 2.62064 -2.08880 2.25704
H 5.52167 -1.03519 -0.24289
H 4.62467 0.23929 0.62912
N 0.96930 -0.57572 -1.43595
C 0.80333 -0.06443 -0.18985
N -0.15283 -0.60348 0.59033
O 1.63231 0.76848 0.21798
H 1.66861 -0.21553 -2.06732
H 0.39835 -1.32908 -1.76930
H -0.67543 -1.39313 0.25544
H -0.10569 -0.40656 1.59895
N -2.99569 3.29454 4.30453
C -1.80501 2.65396 4.10908
N -0.77789 3.10870 4.89007
O -1.66892 1.80951 3.23164
H -3.79595 3.11828 3.72763
H -3.13737 4.02322 4.98065
H -0.96245 3.87480 5.51451
H -0.00870 2.52551 5.16978
N -3.40459 -0.19973 0.62205
C -4.07328 -1.26257 1.15464
N -5.12271 -0.98877 2.00010
O -3.83937 -2.41965 0.82777
H -2.94997 -0.39373 -0.25124
H -3.63301 0.75321 0.83342
H -5.22506 -0.12040 2.48913
H -5.72700 -1.75517 2.22758
C -1.37624 -4.61243 1.90857
O -1.22989 -3.49046 1.05556
H -2.24416 -5.22019 1.63613
H -0.48995 -5.23588 1.80596
H -1.48166 -4.30711 2.95575
H -2.08909 -3.04551 0.98498
C -0.32542 -1.23856 3.86786
O 0.30125 -0.07673 3.31362
H -1.41542 -1.14646 3.80532
H -0.04025 -2.11866 3.29215
H -0.05410 -1.34577 4.91907
H -0.37025 0.63793 3.31313
C 2.36561 3.10791 3.01825
O 3.06453 2.42311 2.00476
H 3.08528 3.74269 3.53056
H 1.53148 3.70632 2.62808
H 1.88503 2.43109 3.73988
H 2.43240 2.14703 1.32880
C -1.85788 -3.60015 -2.70095
O -3.14012 -3.28880 -3.27183
H -1.89217 -4.61613 -2.31314
H -1.15336 -3.50753 -3.52648
H -1.62881 -2.96815 -1.84530
H -3.49220 -2.48302 -2.89195
C 2.29818 1.07464 -6.28663
O 1.63419 0.18241 -5.40375
H 1.62412 1.36134 -7.09495
H 2.64110 1.97613 -5.77689
H 3.18005 0.55715 -6.67056
H 1.62922 0.60769 -4.52899
C -1.63529 -0.14064 -4.40046
O -2.46342 0.74559 -5.15819
H -1.07013 0.38939 -3.63681
H -2.28874 -0.84314 -3.87434
H -0.90759 -0.62900 -5.04916
H -2.79979 0.23176 -5.89667
*
```

The LUMO energy is -0.0079 Ha. Its HOMO energy is -8.8 eV. As for the gap between HOMO and LUMO: 8.5 eV. As for the SMILES: NC(N)=O.NC(N)=O.NC(N)=O.NC(N)=O.NC(N)=O.CO.CO.CO.CO.CO.CO.

Löwdin atomic charge list, values in e, 4 entries: atom 1 (N): 0.1784, atom 2 (C): -0.6203, atom 3 (N): 0.1580, atom 4 (O): -0.0048

=====

Short version: arrangement 1 is the least stable of them.

=====

Arrangement 1

The following is a quantum chemistry calculation of a molecular structure, C14H20I2IrN5O6, from the OMol25 dataset.

The geometry in ORCA input format:
```
! RIJCOSX wB97M-V def2-TZVPD def2/J DEFGRID3
* xyz 3 2
Ir 0.56549 1.19793 -0.80301
O -2.98473 3.37818 -0.89707
C -1.86248 2.75996 -0.71605
O -1.43357 1.87010 -1.47451
C -1.08912 3.17951 0.48457
C -1.42365 4.09080 1.46447
C -0.51720 4.27543 2.51607
C 0.66980 3.55734 2.57059
C 0.94613 2.65936 1.54626
N 0.07424 2.52175 0.56039
C 2.17965 1.76804 1.41373
O 3.02533 1.75745 2.24884
O 2.19909 1.00991 0.30425
H -3.44056 3.10340 -1.71364
H -2.35537 4.63806 1.41780
H -0.75145 4.98625 3.29752
H 1.38217 3.67519 3.37709
N -1.88633 -1.36679 -1.80800
C -2.41188 -1.34944 -0.55615
C -3.28231 -2.51551 -0.13948
C -2.63844 -3.91758 -0.03527
C -2.80747 -4.56108 1.36168
N -1.58160 -5.10628 1.93925
C -1.23799 -6.39466 2.00125
N -0.15348 -6.74908 2.68814
N -1.93290 -7.33006 1.35971
C -1.01897 -1.16315 0.69496
O -1.16248 -1.98217 1.54399
O -0.28353 -0.18629 0.50671
H -1.71051 -0.51077 -2.31329
H -1.90515 -2.21861 -2.35100
H -2.81169 -0.37316 -0.27378
H -4.08899 -2.53637 -0.87723
H -3.75084 -2.24049 0.80455
H -1.57502 -3.88810 -0.28053
H -3.10519 -4.56397 -0.77816
H -3.56000 -5.34770 1.33854
H -3.18503 -3.82780 2.07172
H -0.99953 -4.45431 2.44166
H 0.34740 -6.08667 3.25587
H 0.11599 -7.71543 2.77545
H -2.78646 -7.11854 0.87486
H -1.71757 -8.30585 1.48748
I 1.70314 -0.47987 -2.59228
C 3.08430 1.12353 -2.85109
I 1.95293 2.84397 -2.30104
H 3.41540 1.19361 -3.88168
H 3.88812 1.00305 -2.13297
*
```

The LUMO energy (spin up / spin down) is -0.3415 / -0.3866 Ha. Its HOMO energy (spin up / spin down) is -17.4 / -18.0 eV. As for the expectation value of S²: 0.756. As for the gap between HOMO and LUMO (spin up / spin down): 8.1 / 7.5 eV.

Löwdin atomic charge list, values in e, 4 entries: atom 1 (Ir): 0.8558, atom 2 (O): 0.2373, atom 3 (C): -0.4125, atom 4 (O): -0.0696

=====

Arrangement 2

The following is a quantum chemistry calculation of a molecular structure, C14H20I2IrN5O6, from the OMol25 dataset.

The geometry in ORCA input format:
```
! RIJCOSX wB97M-V def2-TZVPD def2/J DEFGRID3
* xyz 3 2
Ir 1.49959 2.38526 -1.22736
O -2.25902 4.18475 -1.39779
C -1.07567 3.69979 -1.19541
O -0.56450 2.81430 -1.90540
C -0.34366 4.25991 -0.02904
C -0.76305 5.19148 0.89638
C 0.12635 5.53333 1.92365
C 1.38188 4.94777 2.00314
C 1.74154 4.02009 1.03168
N 0.88106 3.72685 0.07124
C 3.07068 3.27282 0.92504
O 3.93479 3.43811 1.72434
O 3.15136 2.43898 -0.12268
H -2.68259 3.81726 -2.19462
H -1.74506 5.63929 0.82759
H -0.17471 6.26320 2.66346
H 2.08698 5.18987 2.78804
N -0.70026 -0.65863 -2.05910
C -1.22298 -0.46386 -0.82460
C -2.03129 -1.57807 -0.20259
C -1.38821 -2.98021 -0.16939
C -1.55947 -3.63786 1.20817
N -0.60007 -4.70733 1.47410
C -0.83901 -6.02193 1.44679
N 0.07462 -6.86150 1.92566
N -1.96447 -6.50712 0.93234
C 0.24340 -0.11397 0.38479
O 0.28052 -0.97795 1.19225
O 0.83575 0.94110 0.13289
H -0.55122 0.11809 -2.68420
H -0.59588 -1.58686 -2.44128
H -1.64555 0.53088 -0.69673
H -2.95965 -1.60688 -0.78163
H -2.31546 -1.26128 0.80061
H -0.32234 -2.93768 -0.40038
H -1.84951 -3.61133 -0.93168
H -2.56713 -4.03592 1.33043
H -1.43429 -2.89252 1.99242
H 0.30223 -4.42209 1.82180
H 0.86500 -6.53372 2.45545
H -0.04526 -7.85917 1.85790
H -2.64585 -5.91819 0.48900
H -2.18983 -7.48557 1.01245
I 2.79953 0.72893 -2.92225
C 3.98353 2.45984 -3.31804
I 2.68838 4.08126 -2.82047
H 4.27153 2.50762 -4.36262
H 4.81725 2.46888 -2.62435
*
```

The LUMO energy (spin up / spin down) is -0.3379 / -0.3710 Ha. Its HOMO energy (spin up / spin down) is -17.0 / -17.9 eV. As for the expectation value of S²: 0.755. As for the gap between HOMO and LUMO (spin up / spin down): 7.8 / 7.8 eV.

Löwdin atomic charge list, values in e, 4 entries: atom 1 (Ir): 0.8523, atom 2 (O): 0.2350, atom 3 (C): -0.4164, atom 4 (O): -0.0681

=====

Short version: arrangement 1 is the least stable of them.

=====

Arrangement 1

The following is a quantum chemistry calculation of a molecular structure, CH18N2O8, from the OMol25 dataset.

The geometry in ORCA input format:
```
! RIJCOSX wB97M-V def2-TZVPD def2/J DEFGRID3
* xyz 0 1
O -0.70187 1.41548 -1.30442
H 0.12069 0.96089 -1.48603
H -0.59927 2.27209 -1.71905
O 0.56518 -0.62722 -0.40102
H 0.16749 -0.20329 0.35949
H -0.12890 -1.18220 -0.75666
O -1.55798 1.21493 0.42111
H -1.09910 0.46075 0.79108
H -1.07761 1.41806 -0.38152
O -1.32865 -1.09967 0.52716
H -2.19509 -0.71995 0.38114
H -1.10434 -1.51334 -0.30638
O -0.87882 -1.70781 -1.30202
H -0.55660 -2.57525 -1.54688
H -1.09844 -1.28958 -2.13454
O 0.98400 0.44360 -1.95463
H 1.07823 -0.03401 -1.13047
H 0.78549 -0.23251 -2.60248
O 0.11298 -2.43344 1.29160
H 0.04860 -1.55676 0.91276
H -0.69387 -2.53670 1.79614
C 0.81279 0.82876 1.38708
O -0.06970 -0.02559 1.48477
N 1.97268 0.56741 0.83965
N 0.62245 2.08944 1.76923
H 2.08045 -0.30658 0.34504
H 2.70728 1.26043 0.82607
H -0.33192 2.35553 1.96538
H 1.36387 2.75653 1.92850
*
```

The LUMO energy is -0.0171 Ha. Its HOMO energy is -7.4 eV. As for the gap between HOMO and LUMO: 7.0 eV.

Löwdin atomic charge list, values in e, 4 entries: atom 1 (O): 0.1559, atom 2 (H): -0.1957, atom 3 (H): 0.1298, atom 4 (O): -0.0343

=====

Arrangement 2

The following is a quantum chemistry calculation of 8 unconnected molecules or ions with the total composition CH18N2O8, from the OMol25 dataset.

The geometry in ORCA input format:
```
! RIJCOSX wB97M-V def2-TZVPD def2/J DEFGRID3
* xyz 0 1
N -11.27125 2.52215 -6.01492
C -10.61735 3.74834 -5.89042
N -11.41447 4.72444 -6.38275
O -9.51529 3.87645 -5.34566
H -12.25332 2.56255 -6.18197
H -11.07283 1.75038 -5.38466
H -12.35688 4.49136 -6.62219
H -10.91559 5.41324 -6.93136
O -8.87104 -0.86465 -6.04665
H -9.76607 -1.07348 -5.77212
H -8.41102 -0.70763 -5.19254
O -7.27674 -0.40306 -3.87107
H -7.63848 0.36970 -3.40473
H -6.85552 0.09100 -4.60053
O -7.92322 1.80983 -5.25403
H -8.57529 1.34397 -5.79157
H -8.32364 2.64270 -4.94070
O -10.51642 -2.71037 -4.08913
H -11.08096 -3.39510 -3.72813
H -9.58257 -3.02214 -4.11747
O -10.76416 -0.01205 -3.78004
H -10.77806 -0.96437 -3.55451
H -11.05287 0.44511 -2.96286
O -7.84519 -3.31472 -3.75437
H -7.27113 -3.34630 -4.53124
H -7.54211 -2.54385 -3.29360
O -13.25145 -0.16896 -5.40838
H -13.88268 0.40684 -4.98133
H -12.41852 0.10205 -4.96849
*
```

The LUMO energy is 0.0071 Ha. Its HOMO energy is -10.4 eV. As for the gap between HOMO and LUMO: 10.6 eV. As for the SMILES: NC(N)=O.O.O.O.O.O.O.O.

Löwdin atomic charge list, values in e, 4 entries: atom 1 (N): 0.1604, atom 2 (C): -0.6065, atom 3 (N): 0.1493, atom 4 (O): 0.0210

=====

Short version: arrangement 1 is the least stable of them.

=====

Arrangement 1

The following is a quantum chemistry calculation of a molecular structure, C2H3Cl2NO, from the OMol25 dataset.

The geometry in ORCA input format:
```
! RIJCOSX wB97M-V def2-TZVPD def2/J DEFGRID3
* xyz 0 1
C 0.06066 -0.77320 0.08032
C 1.21512 0.05349 0.14404
N -1.32087 0.46383 -0.55038
O -0.28066 -1.85381 0.04682
Cl -1.41195 1.73405 0.65210
Cl -2.80059 -0.33199 -0.52324
H 0.88960 1.13098 -0.00170
H 1.75177 -0.32079 -0.77320
H 1.89691 -0.10256 0.92524
*
```

The LUMO energy is 0.0143 Ha. Its HOMO energy is -8.7 eV. As for the gap between HOMO and LUMO: 9.1 eV.

Löwdin atomic charge list, values in e, 4 entries: atom 1 (C): -0.3905, atom 2 (C): -0.0380, atom 3 (N): -0.9736, atom 4 (O): 0.1775

=====

Arrangement 2

The following is a quantum chemistry calculation of 2 unconnected molecules or ions with the total composition C2H3Cl2NO, from the OMol25 dataset.

The geometry in ORCA input format:
```
! RIJCOSX wB97M-V def2-TZVPD def2/J DEFGRID3
* xyz 0 1
C -1.62089 -0.00174 -0.07278
C -0.19240 0.01268 0.06056
N -2.00128 1.91215 -1.57630
O -2.65822 -0.43983 0.19828
Cl -1.70772 3.23387 -0.52518
Cl -3.65866 1.65335 -1.82957
H 0.19991 -0.84187 -0.49580
H 0.09676 -0.08606 1.10853
H 0.23087 0.92533 -0.35999
*
```

The LUMO energy (spin up / spin down) is -0.0099 / -0.0163 Ha. Its HOMO energy (spin up / spin down) is -7.9 / -7.6 eV. As for the gap between HOMO and LUMO (spin up / spin down): 7.6 / 7.2 eV.

Löwdin atomic charge list, values in e, 4 entries: atom 1 (C): -0.1953, atom 2 (C): -0.0187, atom 3 (N): -1.0492, atom 4 (O): 0.1805

=====

Short version: arrangement 2 is the least stable of them.